Entry one
Below is 16 unconnected molecules or ions with the total composition C64H176N16O16, with properties calculated with ωB97M-V with the def2-TZVPD basis set.

Element x y z (Å)
O -0.671 -4.027 6.388
O 1.634 -3.753 1.310
O 3.602 1.682 -5.400
O 3.365 -0.803 4.639
O -5.168 1.492 -4.185
O -4.565 -4.341 2.786
O 1.453 -4.493 -2.834
O -4.621 -0.476 -0.155
O -0.392 -0.031 -2.229
O 0.094 3.121 -5.515
O -0.926 2.825 6.035
O 4.289 1.879 -1.764
O 0.946 5.845 0.263
O -4.346 0.673 4.330
O 6.563 5.292 -0.283
O -4.232 -4.214 -2.488
N -3.898 3.372 -7.061
N 5.829 4.380 3.219
N -1.142 3.860 0.326
N 0.782 4.608 3.509
N 6.602 1.044 -7.215
N -6.424 -1.161 3.034
N 4.511 -0.092 0.254
N -2.546 -6.661 0.645
N 2.438 -6.220 2.742
N -0.402 -1.401 5.218
N 1.833 1.890 0.086
N 0.755 -6.430 -0.454
N -6.065 -5.755 -1.297
N 3.090 -2.684 7.732
N -0.781 3.727 -8.130
N -3.890 2.976 2.484
C 0.088 1.098 -1.567
C 3.361 -5.121 2.547
C -3.103 0.047 4.697
C 4.434 -1.197 -1.959
C 3.361 -1.504 6.950
C -4.474 2.532 -4.811
C 7.152 6.457 -0.846
C 6.042 5.562 1.036
C 0.003 3.756 5.550
C 1.459 -2.926 0.172
C 4.586 3.583 1.259
C -6.660 0.720 1.544
C 2.438 0.860 -5.103
C -6.144 -0.705 1.687
C -4.491 -4.605 4.130
C -2.572 -4.261 0.565
C 0.798 -6.621 -1.905
C 5.655 1.863 -6.571
C 4.454 3.130 -2.499
C 5.129 2.890 -7.533
C -3.229 -3.291 -2.681
C 1.027 3.683 -6.419
C 0.589 3.202 -7.793
C -1.051 4.757 -0.811
C 3.488 -1.948 5.491
C 0.020 3.819 -4.333
C 0.174 0.142 0.860
C 1.968 5.413 -0.658
C -4.723 -0.893 1.229
C 2.993 -4.164 1.335
C -2.808 -5.465 1.455
C -2.758 1.322 -6.275
C 1.064 -3.323 -3.527
C -0.019 -7.845 -2.201
C -0.145 -5.247 6.940
C 5.829 4.237 1.773
C 0.978 0.700 -0.387
C 4.509 -0.671 7.539
C 4.828 -5.614 2.348
C 4.604 0.943 -6.035
C -4.237 -5.550 1.938
C 1.648 3.362 -8.875
C -1.183 0.375 -3.347
C 1.110 2.212 3.885
C -3.270 -0.144 -0.366
C -3.936 4.438 4.385
C 0.252 3.416 4.026
C 0.339 -5.376 -2.687
C -4.059 2.155 -6.244
C -0.252 6.001 -0.447
C 5.483 1.089 -1.697
C -0.515 -2.324 3.090
C -0.891 -2.561 4.552
C -1.419 3.226 7.318
C -6.513 -4.488 -1.896
C -2.423 5.055 -1.429
C 5.191 -0.181 -1.027
C -5.458 1.789 -2.873
C -5.380 -3.504 -1.940
C -7.699 -3.829 -1.148
C -4.588 2.016 4.692
C -3.748 3.050 3.934
C -0.325 -3.890 5.063
C 3.566 -1.073 3.319
H 2.094 2.207 4.337
H -5.776 -0.669 3.669
H -1.970 -2.591 4.665
H -2.900 4.207 -1.832
H 1.037 3.867 -3.881
H 4.614 -1.280 3.173
H 0.631 -8.696 -1.921
H 6.507 5.137 3.588
H -3.290 -0.896 5.149
H 1.702 1.630 -4.809
H -4.452 2.246 5.814
H -0.415 -5.356 8.035
H -2.394 5.786 -2.200
H -0.049 6.592 -1.375
H -4.118 -0.244 1.875
H 7.961 6.844 -0.336
H 4.048 -2.095 -1.505
H -1.624 2.993 0.154
H 2.179 6.182 -1.456
H -5.533 -2.741 -2.611
H 1.573 4.507 -1.222
H -4.865 1.545 -6.615
H 5.135 2.456 -8.538
H -7.821 -2.792 -1.493
H -3.897 4.489 5.444
H -4.983 -5.504 1.126
H -1.624 4.274 7.433
H -3.373 -2.347 -2.145
H 2.669 -2.328 8.578
H 0.753 -3.745 4.970
H 2.053 0.251 -6.040
H -6.825 -1.273 0.966
H -4.835 3.192 2.141
H -7.501 -3.821 -0.032
H -0.450 4.781 5.546
H 0.139 -2.940 -3.115
H 5.085 -6.339 3.143
H 1.788 -6.745 -2.120
H -2.197 1.541 -7.144
H -3.721 2.028 2.176
H 1.947 4.364 -9.151
H -2.991 4.982 4.059
H 2.732 -2.673 5.212
H -6.206 -2.160 3.015
H -2.988 0.200 -6.223
H -2.150 -5.460 2.279
H -0.767 3.090 3.553
H -5.516 -6.274 -1.999
H -0.756 4.694 -8.502
H 4.429 -2.496 5.331
H -3.332 -4.307 -0.163
H 3.316 -0.208 2.714
H -4.262 -1.863 1.326
H 5.448 -1.174 7.411
H -0.957 -7.688 -1.809
H 2.438 -6.729 1.879
H -0.414 -4.826 -2.080
H -2.326 -3.691 -2.367
H 2.867 5.111 -0.137
H 0.396 2.123 -7.715
H -2.312 -0.128 3.965
H 3.748 4.060 1.742
H -2.852 0.601 0.285
H -7.730 0.646 1.595
H -3.228 -6.698 -0.059
H -1.153 -1.550 2.726
H -5.618 0.837 -2.382
H -1.616 -4.346 0.081
H -5.188 -5.382 4.533
H 0.496 1.481 4.389
H -3.061 -3.115 -3.763
H -1.394 3.748 -7.304
H 5.758 3.806 -7.645
H -5.195 -3.136 -0.860
H 0.973 4.728 -6.514
H -0.812 1.664 -1.313
H 3.455 3.608 -2.436
H 3.263 -4.543 3.422
H 3.698 0.608 0.195
H 0.839 -3.683 -4.524
H 3.556 -0.742 -2.435
H -2.704 2.675 4.176
H -2.635 -3.335 1.081
H -8.703 -4.172 -1.290
H 5.180 3.751 -2.015
H 5.383 -4.716 2.429
H 0.399 -2.765 0.113
H 6.439 7.292 -0.848
H -0.694 -3.161 2.430
H 0.915 -5.368 6.715
H 2.439 -0.857 6.873
H -0.126 -8.012 -3.238
H -4.679 -3.677 4.697
H 2.595 2.144 -0.601
H 6.199 1.558 -0.961
H 0.690 1.711 -2.252
H 1.039 4.456 2.540
H -4.487 -6.453 2.510
H 0.976 3.712 6.121
H 5.159 0.258 -5.289
H -6.753 -4.721 -2.974
H 4.561 2.542 1.555
H 1.163 2.653 0.317
H -3.076 5.467 -0.632
H 4.131 3.282 -7.263
H -5.641 2.071 4.382
H -0.469 0.881 1.325
H -6.502 1.028 0.534
H -4.868 4.923 4.024
H -0.781 6.679 0.243
H -4.530 2.169 -2.441
H -4.828 3.728 -7.332
H 5.073 -1.511 -2.833
H 2.907 -1.917 3.053
H 4.126 0.219 -6.770
H 2.641 0.155 -4.309
H -0.350 -0.676 0.502
H 1.754 -3.508 -0.693
H -2.339 2.743 7.488
H 1.509 -5.864 2.937
H -3.474 -4.895 4.370
H -2.605 0.622 5.439
H 6.083 2.343 -5.705
H -1.781 -0.491 -3.669
H 5.207 6.300 0.946
H -1.684 4.220 1.098
H -0.206 -6.438 -0.095
H 7.156 0.481 -6.601
H 4.903 -5.991 1.283
H 7.210 1.569 -7.872
H -0.557 3.244 -3.599
H 4.494 3.742 0.214
H 4.656 2.971 -3.539
H -3.592 2.690 -4.214
H -0.088 -5.562 -3.683
H -6.875 -6.378 -1.199
H -3.313 3.226 -7.877
H 2.510 2.742 -8.529
H -0.504 0.761 -4.076
H 2.055 -2.056 0.275
H 0.533 -2.095 3.021
H -0.324 -1.616 6.208
H 2.374 -3.174 7.241
H 4.319 -0.653 8.580
H 6.665 3.611 1.624
H -2.084 1.626 -5.482
H 4.596 0.237 7.042
H 0.509 -1.139 4.913
H -5.125 3.468 -4.782
H -6.293 2.499 -2.805
H -3.175 0.219 -1.399
H 0.872 -0.246 1.606
H 3.633 -3.348 1.265
H 1.150 2.013 2.805
H -0.644 -4.790 4.478
H 1.106 -5.546 -0.175
H 1.678 -0.034 -0.758
H 4.886 4.678 3.467
H -0.750 2.876 8.096
H -2.691 -7.453 1.223
H -0.460 4.249 -1.573
H -0.438 4.841 -4.450
H 0.030 5.283 3.497
H 1.927 -2.580 -3.504
H -0.621 -6.074 6.450
H 2.065 3.432 -6.106
H -1.806 1.198 -3.076
H 5.981 0.966 -2.689
H 6.178 -0.654 -0.806
H 7.591 6.266 -1.819
H -2.675 -1.070 -0.233
H 5.127 0.212 1.042
H 1.306 2.924 -9.790
H 6.773 6.160 1.557
H 3.228 -4.734 0.421
H -6.305 1.428 2.305

Charge ... 0
Gap between HOMO and LUMO ... 9.21 eV
E_HOMO ... -8.67 eV



Entry two
Below is 16 unconnected molecules or ions with the total composition C64H176N16O16, with properties calculated with ωB97M-V with the def2-TZVPD basis set.

Element x y z (Å)
O -2.058 0.404 -5.738
O -1.891 4.446 -2.293
O -4.645 5.028 -8.214
O 2.251 -3.926 -1.697
O -2.179 0.285 -0.150
O 4.196 -4.357 3.536
O 0.770 -6.014 1.277
O -5.573 -1.738 -3.565
O 4.592 0.620 1.100
O -0.232 4.115 2.501
O -5.429 7.428 0.115
O 4.857 2.807 -3.871
O 1.673 1.465 4.690
O 2.405 -3.220 6.676
O 4.961 -3.278 -6.817
O -4.545 1.440 2.641
N -1.822 -6.860 0.733
N 1.389 -6.606 -4.024
N 2.506 3.491 7.746
N -3.867 4.316 3.291
N -2.651 0.535 4.592
N -0.062 6.149 0.366
N 4.605 -1.989 9.320
N -5.165 4.261 -4.649
N -6.214 -3.369 -0.762
N 0.664 -1.498 -1.722
N 3.372 0.041 -1.841
N -4.716 5.938 -2.149
N 3.329 -5.777 5.998
N 3.040 -1.971 -3.961
N 0.140 -1.043 -4.562
N 8.179 0.122 0.918
C -0.791 4.967 -1.626
C 5.889 0.441 1.677
C 2.348 2.225 -2.321
C -1.503 3.489 -3.302
C -1.152 6.107 -0.620
C -1.119 0.097 -1.081
C -2.725 0.022 3.212
C 3.490 0.731 1.917
C -1.525 3.632 2.964
C 1.909 -2.829 5.396
C -2.023 -0.995 -5.784
C 3.775 -2.947 8.608
C 2.032 -5.940 1.954
C 0.266 -1.115 0.668
C 3.010 -2.243 7.484
C 5.445 -2.225 -4.103
C 5.009 -4.476 -7.586
C -3.936 -2.841 -0.218
C 2.931 -3.687 9.712
C 4.127 -2.035 -4.893
C -4.106 6.181 -5.514
C -2.898 -5.287 2.068
C 4.667 -5.871 5.516
C -0.156 -5.384 -2.584
C -1.320 7.455 -1.324
C -5.491 6.014 0.176
C -1.623 -5.545 1.301
C -5.844 1.568 2.098
C 4.368 2.660 -5.208
C -5.763 3.897 -1.320
C -2.803 1.550 -0.342
C -2.276 -1.407 3.300
C -3.296 1.065 -5.999
C -5.916 5.564 -8.758
C -4.693 -2.320 -2.611
C 1.253 4.311 5.799
C 2.405 1.995 5.816
C -5.704 5.437 -1.262
C 2.372 -5.228 -2.190
C 6.772 0.037 0.503
C 6.569 -1.403 0.011
C -2.546 4.762 2.859
C 1.238 -5.386 -3.251
C 3.913 -3.188 -5.858
C -2.147 5.913 3.723
C 4.812 -7.138 4.748
C 3.284 1.143 -2.796
C -0.319 -5.529 2.139
C -4.698 4.191 -7.071
C 3.051 -3.645 -0.568
C -5.145 -2.399 -1.079
C -5.985 -0.436 -3.182
C -4.129 0.084 2.583
C -0.354 -3.046 -5.999
C -5.107 5.074 -5.838
C 0.674 0.526 5.002
C 1.706 3.135 6.661
C -0.555 -1.558 -5.729
C 0.680 3.147 2.073
C 4.541 -3.167 2.842
C -5.423 8.134 1.390
C -0.360 -1.164 -0.719
C 4.718 1.583 -3.094
C 5.011 -4.603 4.730
H -5.100 4.923 -3.889
H -5.049 0.122 -3.162
H 2.136 4.604 5.231
H 4.190 -1.121 -5.483
H -0.434 7.817 -1.846
H -0.407 0.919 -1.016
H 0.340 -0.082 4.162
H 3.764 -1.769 6.856
H -2.018 7.289 -2.144
H 3.378 -5.315 -2.601
H 2.625 0.867 1.268
H -4.888 -0.529 3.070
H 4.451 -2.327 3.531
H 0.976 5.133 6.459
H 5.208 1.733 -2.132
H -4.690 5.569 0.767
H -2.052 0.573 2.555
H 2.884 -5.494 5.137
H 6.020 1.397 2.184
H -3.182 0.006 5.268
H -0.202 1.071 5.352
H 1.021 -0.244 5.691
H -6.489 -0.403 -2.216
H -0.147 5.399 1.038
H 5.409 -1.741 8.762
H 2.331 3.098 -2.974
H -2.920 6.667 3.870
H -3.099 1.651 -1.387
H -2.929 -4.295 2.519
H 5.363 -5.215 -6.866
H -6.567 -0.025 -4.006
H 2.960 -2.817 -3.415
H -3.943 6.816 -6.385
H 3.268 2.423 5.306
H 6.200 -2.308 -4.884
H -1.651 8.266 -0.675
H -6.371 5.704 0.739
H -6.554 3.516 -0.673
H -0.928 3.926 -4.118
H 0.671 -3.369 -5.816
H 0.756 2.784 7.065
H -5.755 6.082 -9.704
H -3.061 1.458 4.567
H -0.652 -3.355 -7.001
H -1.274 6.479 3.398
H 2.318 -1.500 7.880
H 4.059 -3.043 1.873
H -5.323 3.309 -7.208
H -3.512 -3.824 -0.424
H 1.134 -2.362 -1.493
H 5.791 -7.268 4.287
H -3.181 2.048 -5.540
H -0.462 -4.342 -2.490
H 2.497 -2.141 4.789
H 7.243 -2.170 0.393
H -6.100 2.627 2.134
H 3.994 -4.728 -7.890
H 1.132 -1.184 -4.685
H -3.814 -5.331 1.479
H -0.978 2.642 -2.861
H 3.268 -0.150 2.519
H -3.116 5.769 -5.319
H -0.904 -5.818 -3.248
H -0.127 -4.497 2.432
H 2.336 -2.971 10.280
H 4.871 1.756 -5.553
H 0.276 -1.670 -2.638
H -1.895 5.492 4.696
H 5.618 -3.234 2.690
H -0.243 4.159 -1.141
H -4.848 7.647 2.178
H 4.857 -7.995 5.422
H 0.291 -2.119 1.091
H -1.100 -1.963 -0.667
H -0.142 -6.012 -1.693
H 2.767 2.670 8.273
H -6.070 3.832 -4.521
H -4.430 -3.338 -2.901
H -6.882 -2.849 -0.211
H 1.827 -3.826 4.965
H -3.988 -0.298 1.572
H -2.039 5.907 -0.019
H -5.966 3.612 -2.352
H -4.164 -2.845 0.848
H 5.898 -0.362 2.415
H 6.704 -1.403 -1.071
H 0.490 2.220 2.613
H -5.383 -1.392 -0.738
H -2.520 4.929 1.782
H -4.408 6.757 -4.639
H -5.067 9.145 1.189
H 4.795 -3.764 5.392
H 6.073 -4.559 4.489
H -4.146 3.495 2.774
H -1.241 -1.424 3.642
H 2.234 -4.440 9.343
H 5.378 -5.776 6.337
H 3.039 -2.590 -0.297
H -1.448 3.355 4.015
H 3.574 -4.266 10.374
H 2.653 -4.120 0.329
H -1.836 2.728 2.440
H 2.111 -6.645 2.782
H -2.149 2.314 0.078
H -0.458 -6.217 2.974
H 2.398 -6.610 -4.071
H 5.091 -2.412 10.097
H -2.369 -2.036 2.415
H 0.574 4.043 4.990
H 2.849 0.862 -3.755
H 1.270 -0.713 0.531
H 2.216 -4.920 2.292
H 8.708 -0.335 0.190
H 2.797 1.134 6.357
H 5.524 -3.150 -3.532
H 3.801 -4.156 -5.369
H -2.369 3.052 -3.800
H -0.269 -0.473 1.367
H -3.723 1.674 0.229
H -6.381 6.310 -8.113
H 4.463 -3.614 8.088
H -1.564 0.017 -2.073
H 5.748 -1.378 -3.486
H 4.023 -7.336 4.022
H 1.158 -7.414 -3.463
H -0.916 -3.659 -5.294
H 2.474 -0.374 -1.637
H 3.006 -3.064 -6.450
H 3.722 0.379 -0.955
H 3.341 3.833 7.293
H 2.880 -6.135 1.299
H -3.760 -1.778 -2.760
H -2.632 -1.416 -4.984
H -4.828 3.421 -1.025
H -2.841 -1.974 4.040
H 0.529 2.869 1.030
H -6.752 -3.434 -1.615
H -3.132 -2.108 -0.275
H 8.412 -0.518 1.664
H 5.662 -4.276 -8.435
H -6.522 1.114 2.821
H 3.689 1.495 2.669
H 1.303 1.922 -2.259
H -6.670 5.779 -1.632
H -3.724 3.736 -6.889
H 4.723 3.500 -5.805
H 2.657 2.522 -1.319
H -0.096 -0.063 -4.633
H 5.223 0.712 -3.512
H 2.120 -5.994 -1.456
H -1.555 -4.781 0.526
H 3.191 -1.248 -3.272
H 3.313 -4.921 6.533
H -1.042 -7.172 0.173
H -3.521 1.057 -7.065
H -6.448 8.358 1.686
H -6.751 4.872 -8.866
H -6.057 1.092 1.141
H -1.813 -7.629 1.388
H -0.015 -1.070 -6.540
H -2.540 -1.314 -6.689
H -4.032 0.401 -5.546
H 0.908 -2.409 5.489
H 3.302 2.468 -5.328
H 1.212 -4.651 -4.055
H 4.079 -3.989 -0.684
H -0.074 5.472 -2.272
H 1.619 3.662 2.277
H -4.441 6.805 -1.711
H -3.025 -6.009 2.874
H -3.873 5.382 -2.128
H -6.068 5.568 -5.984
H 6.619 0.761 -0.297
H -0.169 6.967 0.949
H -3.822 3.958 4.234
H 5.599 -1.862 0.203

Charge ... 0
Gap between HOMO and LUMO ... 8.81 eV
E_HOMO ... -8.53 eV



entry two is preferred energetically. Next in line: 0.101 eV higher.